Entry 1:
A molecular structure, C28H54P2SiTl in a non-equilibrium geometry. Source: the OMol25 dataset; level of theory: the ωB97M-V functional and the def2-TZVPD basis.

Positions of all 86 atoms, in Å:
Tl (4.113, 1.005, -1.007)
C (-0.999, 2.731, 0.509)
C (-0.696, 2.544, -0.863)
C (-2.660, 1.434, -0.405)
C (-2.224, 2.063, 0.788)
C (-1.716, 1.727, -1.422)
C (-0.200, 3.482, 1.499)
H (0.498, 4.169, 1.008)
H (0.394, 2.815, 2.143)
H (-0.848, 4.069, 2.163)
C (-2.912, 2.039, 2.091)
H (-2.746, 2.979, 2.633)
H (-2.567, 1.217, 2.732)
H (-3.993, 1.922, 1.958)
C (-3.864, 0.600, -0.571)
H (-4.618, 0.843, 0.186)
H (-3.640, -0.474, -0.486)
H (-4.316, 0.758, -1.558)
C (-1.815, 1.270, -2.822)
H (-2.723, 1.650, -3.311)
H (-1.862, 0.173, -2.884)
H (-0.954, 1.598, -3.412)
C (0.419, 3.176, -1.598)
H (0.119, 4.145, -2.023)
H (0.756, 2.557, -2.434)
H (1.282, 3.363, -0.951)
C (6.138, -1.332, 0.823)
C (6.088, 0.005, 0.959)
C (6.747, 0.971, 0.052)
C (6.808, 0.606, -1.497)
C (5.710, -0.255, -2.223)
C (5.302, -1.551, -1.936)
C (6.277, -2.563, -1.404)
C (7.002, -2.117, -0.124)
H (7.800, 1.047, 0.366)
H (7.818, 0.178, -1.708)
H (6.325, 1.974, 0.293)
H (7.901, -1.572, -0.415)
H (5.797, -1.965, 1.660)
H (5.813, 0.380, 1.971)
H (7.361, -3.023, 0.395)
H (5.773, -3.519, -1.198)
H (4.570, -2.039, -2.610)
H (7.021, -2.801, -2.181)
H (6.741, 1.602, -1.964)
H (5.459, 0.086, -3.230)
P (2.582, -1.782, 2.020)
P (1.073, -2.981, -1.211)
C (3.327, -2.729, 0.621)
C (2.385, -3.728, -0.055)
H (4.197, -3.305, 0.991)
H (3.793, -2.078, -0.138)
H (2.941, -4.457, -0.650)
H (1.844, -4.284, 0.708)
C (0.588, -4.546, -2.169)
H (0.141, -4.259, -3.139)
H (-0.169, -5.183, -1.693)
H (1.429, -5.213, -2.419)
C (2.073, -2.321, -2.578)
H (2.611, -3.140, -3.078)
H (2.745, -1.576, -2.146)
H (1.381, -1.831, -3.279)
C (3.599, -2.099, 3.500)
H (4.238, -1.276, 3.835)
H (4.237, -2.979, 3.432)
H (2.903, -2.291, 4.311)
C (3.137, -0.019, 1.873)
H (2.346, 0.674, 1.575)
H (3.905, 0.027, 1.094)
H (3.679, 0.395, 2.746)
C (-0.815, -4.108, 3.115)
Si (-0.766, -2.691, 1.856)
C (-1.456, -3.444, 0.262)
C (-2.152, -1.496, 2.330)
C (0.840, -1.917, 2.460)
H (-1.841, -4.513, 3.207)
H (-0.485, -3.720, 4.093)
H (-0.103, -4.889, 2.801)
H (-2.531, -3.634, 0.406)
H (-1.374, -2.817, -0.633)
H (-1.012, -4.415, 0.024)
H (-1.886, -0.889, 3.201)
H (-2.434, -0.802, 1.531)
H (-3.045, -2.078, 2.599)
H (0.997, -2.161, 3.559)
H (0.620, -0.842, 2.579)

The calculation puts the orbital gap (alpha / beta) at 2.2950 / 2.2673 eV. As for the spin multiplicity: 1. Its charge is +1.



Entry 2:
A molecular structure, C28H55AlO2Si4Te in a non-equilibrium geometry. Source: the OMol25 dataset; level of theory: the ωB97M-V functional and the def2-TZVPD basis.

Positions of all 91 atoms, in Å:
O (-0.119, 0.091, -4.087)
C (0.951, 0.362, -4.977)
C (0.310, 1.611, -5.537)
H (0.876, -0.561, -5.675)
H (1.970, 0.357, -4.580)
C (-0.859, 1.250, -4.598)
H (0.127, 1.869, -6.583)
H (0.822, 2.521, -5.142)
C (-2.154, 0.699, -5.136)
H (-2.055, -0.323, -5.534)
H (-2.548, 1.371, -5.897)
H (-2.893, 0.620, -4.344)
C (-1.039, 2.468, -3.712)
H (-0.087, 2.839, -3.319)
H (-1.756, 2.390, -2.893)
H (-1.454, 3.247, -4.370)
Al (0.247, -0.082, -1.206)
C (1.005, 2.075, 0.327)
C (2.327, 1.569, 0.398)
C (2.735, 1.106, -0.855)
H (2.971, 1.600, 1.275)
C (1.667, 1.347, -1.805)
C (0.568, 1.983, -1.031)
H (-0.180, 2.644, -1.449)
H (0.447, 2.559, 1.130)
H (3.704, 0.696, -1.093)
H (1.819, 1.436, -2.873)
C (-2.390, -0.695, 0.796)
C (-2.456, 0.529, 0.130)
C (-1.894, 0.401, -1.170)
H (-2.946, 1.436, 0.525)
C (-1.532, -1.005, -1.362)
C (-1.806, -1.669, -0.063)
H (-1.956, -2.745, 0.056)
H (-2.707, -0.867, 1.817)
H (-2.184, 1.078, -1.959)
H (-1.512, -1.524, -2.330)
O (0.483, -1.574, -6.527)
C (0.018, -0.749, -7.681)
C (0.471, -1.359, -8.989)
H (0.483, 0.252, -7.691)
H (-1.067, -0.660, -7.578)
C (1.508, -2.411, -8.593)
H (0.947, -0.557, -9.571)
H (-0.406, -1.733, -9.529)
C (1.363, -2.583, -7.082)
H (2.507, -2.059, -8.820)
H (1.286, -3.333, -9.120)
H (2.326, -2.561, -6.562)
H (0.857, -3.531, -6.867)
C (3.445, -0.236, 4.032)
Si (1.965, 0.838, 4.496)
C (1.828, 0.998, 6.379)
C (2.165, 2.591, 3.820)
Si (0.127, -0.300, 3.493)
Te (0.474, -1.333, 1.044)
Si (0.013, -2.406, 4.540)
C (0.338, -2.370, 6.403)
C (-1.724, -3.091, 4.258)
C (1.380, -3.501, 3.829)
Si (-1.717, 0.882, 4.439)
C (-1.808, 0.709, 6.325)
C (-1.542, 2.697, 3.964)
C (-3.452, 0.293, 3.971)
H (4.370, 0.316, 4.261)
H (3.449, -0.476, 2.960)
H (3.463, -1.180, 4.595)
H (2.834, 1.196, 6.783)
H (1.190, 1.847, 6.667)
H (1.443, 0.101, 6.880)
H (2.433, 2.616, 2.760)
H (1.257, 3.191, 3.943)
H (2.975, 3.092, 4.374)
H (-0.364, -1.732, 6.957)
H (0.219, -3.400, 6.775)
H (1.360, -2.049, 6.637)
H (-1.967, -3.181, 3.190)
H (-1.774, -4.097, 4.703)
H (-2.501, -2.479, 4.736)
H (1.211, -3.763, 2.775)
H (2.370, -3.034, 3.907)
H (1.399, -4.430, 4.420)
H (-0.924, 1.083, 6.855)
H (-2.677, 1.306, 6.645)
H (-1.994, -0.328, 6.635)
H (-1.321, 2.828, 2.896)
H (-2.502, 3.198, 4.168)
H (-0.768, 3.212, 4.547)
H (-3.732, 0.609, 2.959)
H (-3.573, -0.794, 4.045)
H (-4.167, 0.752, 4.672)

The calculation puts the orbital gap (alpha / beta) at 5.3082 / 5.3084 eV. As for the spin multiplicity: 1.



Entry 3:
7 unconnected molecules or ions with the total composition C28H55Cl2F5NO6 in a non-equilibrium geometry. Source: the OMol25 dataset; level of theory: the ωB97M-V functional and the def2-TZVPD basis.

Positions of all 97 atoms, in Å:
C (1.134, 1.645, -1.937)
C (0.592, 1.783, -3.374)
Cl (-1.163, 2.204, -3.397)
C (0.994, 0.651, -4.344)
Cl (0.205, 0.960, -5.949)
C (0.635, -0.804, -3.971)
C (1.583, -1.443, -2.919)
N (0.864, -2.495, -2.152)
C (-0.271, -1.975, -1.351)
C (-1.249, -1.096, -2.157)
C (-2.721, -1.558, -1.942)
F (-2.878, -1.997, -0.649)
F (-3.081, -2.545, -2.800)
C (-3.633, -0.331, -2.075)
C (-4.086, 0.327, -0.944)
C (-4.885, 1.477, -1.126)
C (-5.203, 1.947, -2.376)
C (-4.769, 1.258, -3.501)
C (-5.071, 1.692, -4.920)
F (-3.938, 2.248, -5.452)
F (-6.005, 2.654, -4.942)
F (-5.385, 0.677, -5.733)
C (-3.994, 0.140, -3.324)
C (-0.885, -1.063, -3.663)
H (2.178, 1.308, -1.989)
H (0.523, 1.019, -1.279)
H (1.161, 2.649, -1.507)
H (1.067, 2.691, -3.766)
H (2.069, 0.734, -4.550)
H (0.808, -1.393, -4.883)
H (2.105, -0.728, -2.281)
H (2.369, -1.985, -3.468)
H (1.549, -2.968, -1.545)
H (0.529, -3.190, -2.825)
H (0.132, -1.383, -0.520)
H (-0.753, -2.844, -0.884)
H (-1.239, -0.052, -1.823)
H (-3.822, -0.048, 0.040)
H (-5.222, 2.015, -0.244)
H (-5.791, 2.850, -2.532)
H (-3.641, -0.410, -4.197)
H (-1.100, -2.071, -4.059)
H (-1.526, -0.396, -4.243)
C (-4.300, 1.964, 4.405)
C (-4.437, 2.458, 2.978)
O (-4.769, 1.383, 2.094)
H (-3.531, 1.196, 4.472)
H (-4.038, 2.780, 5.078)
H (-5.236, 1.513, 4.748)
H (-3.497, 2.887, 2.631)
H (-5.215, 3.224, 2.908)
H (-5.603, 1.016, 2.404)
C (-1.605, 0.053, 8.171)
C (-1.313, 0.141, 6.685)
O (-1.626, 1.438, 6.180)
H (-2.655, 0.271, 8.366)
H (-1.375, -0.941, 8.558)
H (-1.015, 0.787, 8.725)
H (-1.918, -0.578, 6.134)
H (-0.257, -0.071, 6.487)
H (-1.086, 2.075, 6.658)
C (2.905, -5.917, -4.528)
C (3.675, -4.656, -4.873)
O (4.243, -4.065, -3.702)
H (2.108, -5.697, -3.814)
H (2.463, -6.363, -5.419)
H (3.561, -6.653, -4.058)
H (3.013, -3.914, -5.324)
H (4.477, -4.876, -5.582)
H (4.837, -4.714, -3.309)
C (2.754, -3.078, 2.884)
C (2.663, -2.608, 1.448)
O (2.279, -3.690, 0.584)
H (3.478, -3.887, 2.974)
H (3.053, -2.261, 3.542)
H (1.791, -3.468, 3.226)
H (3.628, -2.239, 1.106)
H (1.930, -1.799, 1.351)
H (1.421, -4.009, 0.886)
C (2.298, 5.435, 1.606)
C (2.145, 3.930, 1.515)
O (2.371, 3.473, 0.178)
H (1.597, 5.930, 0.934)
H (2.117, 5.786, 2.623)
H (3.303, 5.741, 1.306)
H (1.137, 3.629, 1.796)
H (2.854, 3.429, 2.185)
H (3.266, 3.728, -0.068)
C (3.953, 1.394, 4.578)
C (5.067, 1.066, 3.601)
O (4.536, 0.630, 2.349)
H (3.318, 0.521, 4.740)
H (4.356, 1.717, 5.538)
H (3.313, 2.187, 4.183)
H (5.689, 0.261, 3.989)
H (5.701, 1.941, 3.432)
H (3.993, 1.344, 1.998)

The calculation puts the orbital gap at 9.2836 eV. As for the spin multiplicity: 1. Its charge is +1.



E_tot in Eh, matching the order above: -2243.46470 -2918.65886 -3025.55490
Relative energy (zero: lowest compared OMol25 entry of this formula, charge and spin) in eV, matching the order above: 0.007 2.953 0.000